[1]
12
Properties=species:S:1:pos:R:3:nbo_charge:R:1 method="wB97M-V/def2-TZVPD" e_above_lowest_kj_mol=66.0 e_homo_ev=-9.881 homo_lumo_gap_ha=0.3336 charge=0
C -1.71 0.19 -0.48 0.078
N 2.75 -1.16 -0.18 -1.008
N -2.53 0.92 0.50 -0.842
O -0.56 -0.39 0.20 -0.742
O 4.43 0.59 0.39 -0.864
S 3.16 0.29 -0.28 1.463
H -2.32 -0.60 -0.85 0.152
H -1.57 0.86 -1.32 0.158
H 3.17 -1.94 0.34 0.410
H -2.80 0.25 1.22 0.360
H -2.04 1.72 0.93 0.363
H 0.03 -0.73 -0.47 0.471

***

[2]
13
Properties=species:S:1:pos:R:3:nbo_charge:R:1 method="wB97M-V/def2-TZVPD" e_above_lowest_kj_mol=495.2 e_homo_ev="-9.131 / -8.335" homo_lumo_gap_ha="0.3389 / 0.3006" charge=0
C 0.37 2.20 2.24 0.036
N 0.85 1.63 0.09 -0.435
N -0.77 -0.93 -2.14 -1.055
O -1.53 -2.71 -0.55 -0.926
O 0.85 -2.23 -0.55 -0.956
O 1.19 1.76 1.38 -0.224
S -0.39 -1.51 -0.54 1.655
H 0.85 2.40 3.27 0.164
H -0.64 2.15 2.16 0.161
H 1.84 1.71 -0.18 0.299
H -1.07 -3.64 -0.56 0.508
H 0.03 -0.48 -2.57 0.392
H -1.59 -0.35 -2.05 0.382

***

[3]
14
Properties=species:S:1:pos:R:3:nbo_charge:R:1 method="wB97M-V/def2-TZVPD" e_above_lowest_kj_mol=199.2 e_homo_ev=-4.694 homo_lumo_gap_ha=0.3160 charge=-1
C -0.28 -1.04 -0.59 0.382
N -0.91 -1.66 0.67 -0.860
N -1.25 -0.15 -1.00 -0.846
O 0.25 2.42 -0.75 -1.098
O -0.30 1.45 1.60 -1.117
O 2.08 1.43 0.97 -0.975
O 0.93 -0.52 -0.38 -0.859
P 0.56 1.56 0.43 2.406
H -0.22 -1.99 -1.19 0.109
H -0.74 -0.94 1.25 0.343
H -0.28 -2.41 1.04 0.319
H -1.27 0.23 -1.92 0.364
H 2.45 0.95 0.26 0.497
H -1.05 0.68 -0.39 0.336

***

[4]
19
Properties=species:S:1:pos:R:3:nbo_charge:R:1 method="wB97M-V/def2-TZVPD" e_homo_ev=-4.790 homo_lumo_gap_ha=0.2218 charge=-1
N 1.63 -1.75 0.82 -1.272
P 2.03 -0.25 0.67 1.039
S 0.51 1.25 1.01 2.022
O 0.23 1.20 2.42 -0.938
O 1.22 2.47 0.64 -1.007
N -0.73 1.11 0.04 -1.299
S -2.09 0.23 0.44 2.092
O -2.73 0.68 1.65 -0.942
O -2.94 0.44 -0.73 -1.016
C -1.66 -1.62 0.46 0.590
O -1.46 -2.04 -0.69 -0.756
O -1.67 -2.19 1.53 -0.659
H 2.18 -2.16 1.57 0.370
H 2.52 0.09 -0.62 -0.105
H 3.04 0.16 1.57 -0.043
O 0.18 0.72 -2.73 -0.793
H 0.42 -0.22 -2.65 0.571
H -0.31 0.99 -1.89 0.597
H -0.37 0.88 -3.51 0.549

***

[5]
11
Properties=species:S:1:pos:R:3:nbo_charge:R:1 method="wB97M-V/def2-TZVPD" s_squared=2.012 e_above_lowest_kj_mol=0.0 e_homo_ev="-6.846 / -9.015" homo_lumo_gap_ha="0.2891 / 0.2518" charge=0 spin_multiplicity=3
C -1.33 0.45 0.00 -0.428
N 1.56 -0.16 0.08 -1.051
N -0.97 -0.99 0.25 -0.886
P 2.86 0.70 -0.11 0.540
P 0.60 -1.50 -0.38 0.960
H -2.45 0.53 0.28 0.193
H -0.93 1.29 0.54 0.192
H -1.18 0.48 -1.10 0.204
H -1.12 -1.22 1.20 0.378
H 2.54 1.61 0.94 -0.002
H 0.41 -1.20 -1.69 -0.099

***

[6]
10
Properties=species:S:1:pos:R:3:nbo_charge:R:1 method="wB97M-V/def2-TZVPD" e_above_lowest_kj_mol=243.9 e_homo_ev=-9.268 homo_lumo_gap_ha=0.3646 charge=0
C 1.05 0.26 -0.06 -0.830
N -2.41 -1.95 -0.75 -0.345
N -2.87 -0.95 -0.20 -0.314
S -2.65 0.51 -0.95 0.231
H 0.49 -0.56 0.20 0.205
H 0.56 1.20 0.44 0.207
H 0.96 0.39 -1.12 0.210
H -2.75 -2.88 -0.18 0.315
H 1.99 0.04 0.21 0.205
H -3.74 0.87 -0.32 0.116

***

[7]
11
Properties=species:S:1:pos:R:3:nbo_charge:R:1 method="wB97M-V/def2-TZVPD" e_above_lowest_kj_mol=20.9 e_homo_ev=-8.238 homo_lumo_gap_ha=0.3234 charge=0
S -0.45 0.39 -1.41 -0.210
S -0.86 1.88 -0.04 -0.153
H 0.64 -0.13 -0.81 0.185
H 0.41 2.26 0.23 0.132
N -0.08 -2.30 0.85 -0.796
C 0.92 -1.55 1.36 0.301
N 1.72 -0.94 0.59 -0.764
H -0.88 -2.61 1.35 0.397
H -0.15 -2.34 -0.14 0.396
H 1.04 -1.62 2.44 0.157
H 2.48 -0.51 1.10 0.354

***

[8]
10
Properties=species:S:1:pos:R:3:nbo_charge:R:1 method="wB97M-V/def2-TZVPD" e_above_lowest_kj_mol=168.6 e_homo_ev=-8.543 homo_lumo_gap_ha=0.3385 charge=0
C -0.93 0.95 -0.71 -1.065
N 2.21 -0.59 0.88 -0.287
N 1.22 -0.55 0.17 -0.529
Si -0.47 -0.50 0.46 1.200
H -0.86 0.60 -1.70 0.248
H -2.00 1.12 -0.59 0.230
H -0.42 1.85 -0.33 0.245
H 3.01 -0.56 0.29 0.292
H -1.18 -0.45 1.88 -0.174
H -0.57 -1.85 -0.35 -0.160

***

| no. | strongest force on any atom (eV/A) | E (hartree) |
| --- | --- | --- |
| 1 | 3.458 | -699.82519 |
| 2 | 5.214 | -774.91096 |
| 3 | 4.505 | -793.64668 |
| 4 | 2.417 | -1815.55182 |
| 5 | 3.378 | -833.78879 |
| 6 | 5.344 | -549.29431 |
| 7 | 0.701 | -947.56999 |
| 8 | 3.044 | -440.62227 |